12 unconnected molecules or ions with the total composition C48H50Cl33F2NO6S2Si in a non-equilibrium geometry. Source: OMol25; level of theory: ωB97M-V/def2-TZVPD.

Its net charge is 0. Its spin multiplicity is 1. As for the highest occupied orbital energy: -0.297 Eh. The calculation puts the total energy at -512586.8512 eV. The calculation puts the largest force on an atom at 1.06 eV Å⁻¹. For the HOMO-LUMO gap, the calculation gives 7.94 eV. As for the LUMO energy: -0.13 eV.

```
143
Properties=species:S:1:pos:R:3:forces:R:3
C 3.359 0.032 5.058 -0.1 -0.1 0.1
C 3.022 1.486 5.078 0.0 -0.3 0.1
O 3.752 2.333 5.488 0.4 0.6 0.0
O 1.781 1.787 4.586 -0.3 -0.3 -0.5
C 1.846 2.474 3.316 0.2 0.4 0.2
C 2.200 1.543 2.192 -0.1 0.0 -0.2
C 1.274 0.550 1.877 0.1 0.1 -0.1
C 1.474 -0.350 0.838 -0.2 0.3 0.7
C 2.663 -0.256 0.125 0.1 -0.3 -0.2
C 3.603 0.709 0.441 -0.1 0.0 0.3
C 3.385 1.639 1.459 0.1 -0.1 0.1
C 4.456 2.688 1.694 -0.2 -0.1 -0.6
C 4.941 3.294 0.363 0.1 0.2 0.5
C 3.781 3.801 -0.496 0.0 0.1 0.0
S 3.807 3.197 -2.171 0.4 0.4 -0.2
O 4.825 2.205 -2.358 -0.1 -0.1 0.0
O 3.781 4.313 -3.070 -0.1 0.0 0.0
O 2.388 2.473 -2.208 -0.1 -0.1 0.0
S 3.020 -1.329 -1.228 -0.1 0.0 -0.1
C 1.921 -2.664 -0.876 0.3 0.0 -0.2
C 2.185 -3.900 -1.474 -0.2 0.4 0.2
C 1.329 -4.967 -1.281 0.1 0.1 -0.1
C 0.212 -4.810 -0.471 0.2 -0.1 0.1
C -0.741 -5.966 -0.288 0.1 0.5 -0.6
F -0.037 -7.134 -0.342 -0.1 -0.2 0.3
F -1.326 -5.896 0.952 0.0 -0.1 0.2
C -1.839 -5.986 -1.329 -0.4 -0.2 -0.5
C -1.393 -6.464 -2.726 -0.1 0.3 -0.2
Si -1.672 -5.187 -4.082 0.2 0.1 -0.3
C -0.843 -3.541 -3.708 0.0 -0.2 -0.1
C -3.499 -4.867 -4.387 0.2 0.3 0.2
C -0.875 -5.848 -5.654 0.0 -0.1 0.1
C -0.463 -7.174 -5.775 0.0 -0.1 0.1
C 0.099 -7.652 -6.946 0.0 0.2 -0.3
C 0.263 -6.792 -8.021 0.1 -0.1 0.0
C -0.121 -5.463 -7.920 0.0 0.0 -0.2
C -0.687 -4.998 -6.749 -0.1 -0.2 0.4
C -0.032 -3.583 0.132 -0.3 -0.6 0.0
C 0.805 -2.495 -0.069 -0.3 -0.2 0.3
N 0.426 -1.271 0.550 0.3 0.2 -1.0
C -0.706 -0.619 -0.130 0.2 0.0 0.9
C -1.824 -0.223 0.823 0.1 0.1 -0.4
O -1.838 -0.524 1.981 0.0 -0.2 0.6
C -2.917 0.568 0.178 0.1 -0.2 0.1
C -4.076 -0.086 -0.207 -0.2 0.0 -0.1
C -5.085 0.626 -0.831 0.0 0.0 -0.1
C -4.933 1.981 -1.073 -0.2 -0.2 0.0
C -3.778 2.626 -0.673 0.1 0.4 -0.1
C -2.760 1.926 -0.052 0.0 -0.1 0.0
H 3.587 -0.258 4.032 -0.1 0.0 -0.1
H 4.230 -0.135 5.681 0.0 -0.1 0.1
H 2.509 -0.561 5.388 0.0 -0.1 0.0
H 0.875 2.935 3.169 -0.1 -0.2 0.0
H 2.564 3.284 3.415 0.0 0.1 0.0
H 0.360 0.499 2.451 -0.1 -0.1 0.1
H 4.518 0.740 -0.132 0.1 0.0 -0.1
H 5.302 2.220 2.195 0.0 0.2 0.2
H 4.088 3.509 2.300 0.0 -0.1 0.3
H 5.578 2.594 -0.166 -0.1 -0.1 -0.2
H 5.580 4.144 0.598 0.1 0.0 0.0
H 2.803 3.549 -0.091 0.0 -0.1 0.0
H 3.807 4.881 -0.608 0.0 0.1 -0.1
H 2.334 1.987 -3.046 -0.1 -0.1 0.0
H 3.060 -4.000 -2.100 0.1 0.0 0.0
H 1.546 -5.902 -1.772 0.0 -0.1 0.1
H -2.259 -4.982 -1.407 0.0 0.1 0.3
H -2.651 -6.622 -0.980 0.1 -0.1 0.2
H -0.353 -6.780 -2.761 0.1 0.0 0.2
H -1.976 -7.338 -3.017 0.0 -0.1 0.1
H -1.250 -2.741 -4.327 -0.1 0.0 0.0
H 0.213 -3.620 -3.966 0.1 0.0 0.2
H -0.938 -3.249 -2.662 0.0 0.1 0.1
H -3.633 -4.622 -5.440 -0.1 -0.1 -0.1
H -3.811 -3.980 -3.833 -0.1 0.0 0.1
H -4.157 -5.687 -4.108 0.0 -0.1 -0.1
H -0.575 -7.854 -4.940 0.0 0.0 0.1
H 0.413 -8.680 -7.053 0.0 -0.1 0.2
H 0.698 -7.161 -8.939 0.0 0.0 -0.1
H 0.026 -4.815 -8.773 0.0 0.1 0.0
H -0.994 -3.968 -6.637 0.0 0.1 -0.2
H -0.906 -3.493 0.765 0.0 0.2 0.1
H -1.142 -1.306 -0.855 0.0 0.1 -0.3
H -0.372 0.305 -0.612 -0.1 -0.1 -0.4
H -4.201 -1.145 -0.032 0.1 -0.1 0.1
H -5.991 0.128 -1.145 -0.1 -0.1 0.0
H -5.729 2.512 -1.572 0.0 0.2 0.0
H -3.662 3.683 -0.869 0.0 0.1 0.0
H -1.852 2.422 0.262 0.1 0.1 0.0
C -0.057 6.842 -0.978 -0.1 -0.1 0.1
Cl 1.577 7.216 -0.425 0.0 0.0 0.0
Cl -0.519 5.201 -0.531 0.0 -0.1 0.0
Cl -1.216 8.001 -0.326 0.1 0.0 0.1
H -0.071 6.913 -2.057 0.0 0.0 0.0
C -4.730 7.816 -1.135 0.0 0.1 0.1
Cl -3.909 6.862 -2.365 -0.1 -0.2 -0.1
Cl -5.982 8.830 -1.843 0.0 0.0 0.0
Cl -5.380 6.800 0.152 0.0 0.0 -0.1
H -3.990 8.472 -0.700 0.0 0.0 0.1
C -1.248 2.854 5.494 0.0 -0.1 -0.1
Cl -1.659 1.661 4.261 0.0 0.0 0.0
Cl -0.559 4.308 4.764 -0.2 0.1 0.2
Cl -2.655 3.254 6.477 0.0 0.0 0.0
H -0.492 2.423 6.137 0.0 0.0 0.0
C 0.161 -5.659 4.016 0.0 0.0 0.0
Cl -0.197 -4.071 4.694 0.0 0.0 0.0
Cl 1.865 -5.780 3.572 0.0 0.0 0.0
Cl -0.280 -6.941 5.149 0.0 0.1 -0.1
H -0.431 -5.784 3.119 0.0 0.0 0.0
C -1.233 8.256 -5.425 0.0 0.0 0.0
Cl -2.082 6.722 -5.620 0.0 0.0 0.0
Cl -1.985 9.520 -6.395 0.0 0.0 0.0
Cl -1.176 8.729 -3.725 0.0 0.1 -0.1
H -0.217 8.123 -5.771 0.0 0.0 0.0
C -0.380 -8.616 8.672 0.0 -0.1 0.0
Cl -1.092 -9.267 7.199 0.0 -0.1 0.1
Cl -1.486 -7.485 9.455 0.0 0.1 0.0
Cl 0.074 -9.909 9.781 0.0 0.0 0.0
H 0.515 -8.072 8.400 0.0 0.0 0.0
C 1.127 8.855 3.416 0.1 0.0 0.0
Cl 0.594 7.175 3.393 -0.1 0.0 0.0
Cl -0.055 9.912 2.649 0.0 0.0 0.0
Cl 1.476 9.393 5.059 0.0 0.0 0.0
H 2.040 8.906 2.840 0.0 0.1 0.0
C 8.934 2.620 2.110 0.0 0.0 0.1
Cl 7.792 1.375 1.591 0.1 0.0 -0.1
Cl 8.584 4.169 1.344 0.0 0.0 0.0
Cl 8.932 2.770 3.864 0.0 0.0 0.0
H 9.922 2.311 1.796 0.0 0.0 0.0
C -1.992 -0.784 -8.687 0.0 0.0 0.0
Cl -1.319 -2.410 -8.793 0.0 0.1 -0.1
Cl -3.304 -0.565 -9.842 0.0 0.0 0.0
Cl -2.540 -0.449 -7.041 0.0 0.0 0.0
H -1.209 -0.078 -8.929 0.0 0.0 0.0
C -3.245 12.142 -2.360 -0.1 -0.1 -0.1
Cl -4.152 11.530 -3.739 0.0 0.1 0.0
Cl -4.164 13.343 -1.460 0.0 0.0 0.0
Cl -2.750 10.798 -1.319 0.1 0.2 0.1
H -2.345 12.613 -2.732 0.0 0.0 0.0
C -3.189 -8.678 12.689 0.0 0.0 0.0
Cl -2.974 -10.406 12.962 0.0 0.0 0.0
Cl -4.830 -8.323 12.152 0.0 0.0 0.0
Cl -2.786 -7.755 14.138 0.0 0.0 0.0
H -2.511 -8.378 11.903 0.0 0.0 0.0
```
Positions in Å, forces in eV/Å.


5 unconnected molecules or ions with the total composition C18H42Cl6O8P2 in a non-equilibrium geometry. Source: OMol25; level of theory: ωB97M-V/def2-TZVPD.

Its net charge is 0. Its spin multiplicity is 1. As for the highest occupied orbital energy: -0.384 Eh. The calculation puts the total energy at -129445.2640 eV. The calculation puts the largest force on an atom at 1.37 eV Å⁻¹. For the HOMO-LUMO gap, the calculation gives 10.90 eV. As for the LUMO energy: 0.44 eV.

```
76
Properties=species:S:1:pos:R:3:forces:R:3
Cl 6.750 2.784 -1.556 -0.3 0.0 -0.3
C 6.077 2.968 -3.217 0.7 0.6 0.0
C 7.202 3.053 -4.236 -0.3 0.1 -0.8
Cl 8.277 1.630 -4.200 -0.1 0.2 -0.1
H 5.532 3.910 -3.220 0.0 0.0 0.0
H 5.371 2.182 -3.464 0.2 -0.3 0.3
H 7.819 3.949 -4.225 0.1 -0.1 0.8
H 6.759 3.117 -5.234 -0.1 -0.4 0.1
Cl 2.902 -1.829 0.353 -0.1 -0.2 0.0
C 4.093 -1.046 -0.701 0.6 0.7 -0.2
C 4.078 0.478 -0.551 -0.5 -1.2 0.1
Cl 2.549 1.087 -1.247 0.0 0.4 0.0
H 3.896 -1.315 -1.734 -0.1 -0.1 0.0
H 5.080 -1.417 -0.430 0.0 -0.1 0.0
H 4.909 0.930 -1.083 0.0 0.0 0.1
H 4.069 0.715 0.508 0.2 0.3 -0.1
Cl 5.379 -3.168 -3.540 -0.2 -0.4 0.0
C 7.073 -3.061 -4.076 0.0 0.8 0.4
C 7.574 -1.658 -3.757 0.5 -0.7 -1.0
Cl 7.946 -1.419 -2.058 -0.1 0.1 0.5
H 7.115 -3.224 -5.150 -0.1 0.0 0.0
H 7.672 -3.809 -3.562 -0.1 -0.1 0.0
H 6.857 -0.911 -4.077 0.0 0.1 0.0
H 8.506 -1.539 -4.314 0.0 0.3 0.1
C -2.519 -3.112 0.765 -0.6 -0.4 0.0
C -3.109 -2.179 1.822 -0.2 -1.0 -0.8
O -2.327 -0.997 1.954 0.2 0.5 0.7
P -1.245 -0.855 3.121 0.3 0.6 0.3
O -0.372 -2.004 3.344 0.0 0.0 -0.2
O -2.055 -0.488 4.447 -0.1 0.1 -1.0
C -3.090 0.506 4.392 -1.0 0.2 0.8
C -4.508 -0.074 4.294 0.4 -0.6 0.1
O -0.545 0.530 2.725 -0.9 -0.6 0.2
C 0.629 0.520 1.885 0.2 -0.7 0.1
C 1.851 0.476 2.797 0.1 0.4 -0.7
H -1.488 -3.391 0.968 0.1 0.1 0.0
H -3.139 -4.013 0.729 0.2 -0.1 0.2
H -2.633 -2.678 -0.229 0.2 -0.4 0.4
H -4.090 -1.895 1.439 0.5 0.3 0.3
H -3.246 -2.699 2.770 0.2 0.1 0.2
H -3.024 1.049 5.333 0.2 0.0 0.0
H -2.981 1.238 3.592 0.5 -0.2 -0.1
H -4.618 -1.039 4.795 0.3 0.0 0.1
H -5.211 0.585 4.801 -0.1 0.2 -0.4
H -4.769 -0.254 3.255 -0.3 0.2 -0.1
H 0.585 -0.332 1.202 0.1 -0.2 0.3
H 0.552 1.383 1.225 0.2 0.3 0.3
H 1.904 1.421 3.334 0.1 -0.1 0.3
H 1.838 -0.380 3.468 -0.4 0.1 0.1
H 2.767 0.360 2.216 -0.1 0.2 -0.1
C -6.357 -1.266 0.724 -0.2 -0.8 0.0
C -6.007 0.101 0.200 0.2 -0.3 -0.1
O -4.570 0.176 0.012 -0.3 0.3 -0.7
P -4.071 0.840 -1.373 0.6 0.1 0.0
O -4.680 0.357 -2.624 -0.1 0.4 1.0
O -4.188 2.427 -1.155 0.0 -0.8 -0.4
C -3.468 3.057 -0.101 0.4 1.1 0.7
C -4.191 3.037 1.249 -0.2 0.3 0.4
O -2.512 0.601 -1.242 -0.3 0.3 -0.1
C -1.999 -0.727 -1.064 1.2 0.1 -0.5
C -0.507 -0.686 -1.396 -0.2 1.0 0.8
H -6.300 -2.056 -0.030 0.2 0.3 -0.2
H -5.676 -1.590 1.515 -0.5 0.4 0.1
H -7.381 -1.314 1.097 0.0 0.2 0.1
H -6.483 0.282 -0.765 -0.2 0.1 0.1
H -6.300 0.859 0.925 0.1 0.2 -0.1
H -2.429 2.728 -0.080 -0.2 -0.6 0.3
H -3.339 4.118 -0.338 -0.5 -0.2 -0.6
H -4.135 4.024 1.718 0.3 0.0 -0.1
H -5.266 2.892 1.130 0.1 -0.2 -0.2
H -3.831 2.333 1.999 0.1 -0.3 -0.4
H -2.123 -0.980 -0.013 0.0 0.2 -0.7
H -2.476 -1.429 -1.747 -0.5 0.1 0.1
H -0.057 -0.029 -0.646 0.2 -0.3 -0.1
H -0.025 -1.658 -1.334 -0.1 -0.1 -0.1
H -0.270 -0.179 -2.332 -0.3 -0.4 -0.3
```
Positions in Å, forces in eV/Å.


8 unconnected molecules or ions with the total composition C36H56IO34PS8 in a non-equilibrium geometry. Source: OMol25; level of theory: ωB97M-V/def2-TZVPD.

Its net charge is 0. Its spin multiplicity is 1. As for the highest occupied orbital energy: -0.282 Eh. The calculation puts the total energy at -211917.3452 eV. The calculation puts the largest force on an atom at 2.79 eV Å⁻¹. For the HOMO-LUMO gap, the calculation gives 6.61 eV. As for the LUMO energy: -1.07 eV.

```
136
Properties=species:S:1:pos:R:3:forces:R:3
C -0.870 -0.538 -1.855 -0.9 -0.1 0.1
C -1.613 0.299 -0.795 0.4 0.6 -0.6
C -0.701 1.231 0.084 -0.4 -0.9 0.7
C 0.767 0.998 -0.114 -0.4 0.3 -0.4
C 1.579 1.806 -0.820 -0.6 0.1 0.5
P 1.123 3.373 -1.686 1.8 0.2 -1.5
C -0.431 3.170 -2.683 -0.8 0.4 0.5
C -1.547 4.215 -2.415 -0.1 -0.5 -0.8
C 1.023 4.829 -0.552 -1.2 -0.5 0.6
C -0.012 4.722 0.575 -0.1 0.3 0.3
C 3.027 1.412 -0.957 -0.8 -0.2 0.2
O 3.898 2.235 -0.927 0.3 0.1 0.0
C 3.265 -0.089 -1.100 0.4 0.1 -0.3
C 2.422 -0.910 -0.347 -0.4 0.1 0.4
C 2.547 -2.298 -0.372 0.2 0.0 -0.2
C 1.702 -3.262 0.436 1.4 0.7 0.1
C 2.255 -3.531 1.862 -0.8 -0.2 -0.4
O 1.834 -4.466 2.456 0.1 0.0 0.4
I 3.766 -2.303 2.764 0.0 0.0 -0.2
C 3.518 -2.837 -1.212 -0.5 0.3 0.4
C 4.354 -2.057 -2.004 0.8 -0.2 -0.4
C 5.363 -2.749 -2.919 -0.5 0.2 -0.3
C 5.137 -4.248 -3.133 0.1 0.7 0.1
O 3.942 -4.468 -3.877 0.0 -0.2 0.2
C 4.254 -0.652 -1.938 -0.9 -0.1 0.4
S 5.320 0.443 -2.896 2.6 1.0 -0.4
C 4.261 1.594 -3.799 -0.5 -0.6 0.4
O 6.199 1.135 -1.993 -0.8 0.1 0.6
O 6.097 -0.256 -3.896 -1.2 -0.7 -0.4
C 1.349 -0.253 0.488 0.5 0.3 -0.7
O 1.001 -0.690 1.558 -0.3 -0.2 0.0
H -1.613 -0.842 -2.602 0.2 -0.2 0.1
H -0.125 0.034 -2.411 0.2 -0.1 0.3
H -0.452 -1.448 -1.413 0.3 0.1 -0.2
H -2.285 0.965 -1.349 -0.1 -0.1 0.2
H -2.260 -0.323 -0.174 0.2 0.0 0.0
H -0.919 0.979 1.129 0.0 0.2 -0.1
H -1.005 2.263 -0.076 0.4 0.0 0.0
H -0.130 3.286 -3.726 0.3 -0.1 0.2
H -0.873 2.173 -2.613 0.2 0.0 0.1
H -1.187 5.163 -2.022 -0.1 -0.2 0.2
H -2.363 3.805 -1.815 0.3 0.2 0.3
H -2.007 4.452 -3.382 0.0 0.0 0.2
H 0.749 5.678 -1.187 0.3 -0.1 -0.1
H 2.015 5.014 -0.136 0.0 -0.1 -0.2
H 0.306 3.996 1.329 -0.1 0.0 -0.2
H -1.008 4.454 0.212 0.2 -0.1 -0.1
H -0.146 5.674 1.099 0.2 -0.1 -0.1
H 1.798 -4.240 -0.043 -0.4 0.0 0.1
H 0.665 -2.937 0.517 0.0 -0.2 0.2
H 3.576 -3.921 -1.220 0.2 0.1 -0.2
H 5.261 -2.283 -3.902 0.1 -0.1 0.1
H 6.379 -2.505 -2.596 -0.1 -0.2 0.0
H 5.138 -4.779 -2.174 0.1 -0.2 -0.2
H 5.950 -4.618 -3.761 0.0 -0.1 0.2
H 3.197 -4.532 -3.272 0.0 0.0 -0.1
H 4.284 2.581 -3.344 0.0 -0.2 0.1
H 3.251 1.175 -3.752 0.0 0.3 -0.1
H 4.600 1.606 -4.833 0.2 -0.1 0.2
C -3.614 8.178 -4.650 -0.3 0.3 -0.2
C -3.453 9.041 -3.416 0.5 0.0 0.1
O -4.364 8.483 -2.465 -0.2 -0.2 -0.3
S -4.473 6.892 -2.691 0.0 0.3 -0.1
O -3.604 6.242 -1.777 -0.1 -0.1 0.0
O -5.836 6.538 -2.809 0.8 1.3 -0.1
O -3.784 6.849 -4.147 0.2 0.1 0.3
H -4.510 8.449 -5.212 0.0 0.0 0.0
H -2.748 8.225 -5.305 0.0 -0.2 0.1
H -3.689 10.085 -3.602 -0.2 0.0 0.1
H -2.442 8.964 -3.007 0.0 0.0 -0.1
C 0.944 3.501 6.162 -0.2 -0.4 0.1
C 1.588 3.074 4.861 0.6 0.2 0.0
O 0.592 3.340 3.863 -0.4 -0.1 0.2
S -0.257 4.616 4.289 0.5 0.0 0.1
O 0.272 5.749 3.620 -0.3 0.3 0.1
O -1.633 4.274 4.223 -0.1 0.1 -0.1
O 0.201 4.689 5.822 0.2 -0.1 -0.3
H 0.242 2.749 6.527 0.0 0.0 0.0
H 1.675 3.718 6.935 -0.1 0.3 0.0
H 1.863 2.027 4.844 -0.2 0.0 -0.1
H 2.468 3.682 4.638 0.0 0.0 0.0
C -5.681 2.422 3.908 0.1 -0.2 0.4
C -4.212 2.452 3.552 0.0 0.5 -0.2
O -3.969 1.179 2.931 -0.3 -0.2 0.2
S -5.282 0.710 2.143 0.1 0.4 0.3
O -5.137 1.045 0.772 -0.1 -0.2 -0.1
O -5.608 -0.605 2.562 0.1 -0.1 -0.2
O -6.309 1.745 2.810 0.3 0.0 -0.2
H -5.861 1.841 4.816 0.0 0.0 0.0
H -6.099 3.418 4.029 -0.1 0.0 -0.2
H -3.570 2.581 4.418 0.1 -0.2 -0.1
H -3.995 3.234 2.823 0.0 0.0 0.1
C 5.687 -0.264 7.921 -0.2 -0.5 0.1
C 6.293 -0.645 6.586 0.5 0.3 0.1
O 5.274 -0.320 5.629 -0.2 -0.2 0.2
S 4.446 0.942 6.136 0.4 -0.2 0.1
O 4.955 2.102 5.498 -0.4 0.2 0.1
O 3.067 0.608 6.100 -0.1 0.1 -0.1
O 4.947 0.939 7.656 0.2 0.0 -0.3
H 4.987 -1.024 8.272 0.0 0.0 0.0
H 6.440 -0.086 8.684 -0.1 0.3 0.0
H 6.552 -1.699 6.527 -0.2 0.0 -0.2
H 7.175 -0.042 6.360 0.0 0.0 0.0
C -7.450 2.807 -5.113 0.4 -0.2 0.0
C -8.208 1.898 -4.168 -0.4 0.0 -0.2
O -8.079 2.522 -2.890 0.3 0.2 -0.1
S -8.023 4.123 -3.072 0.1 -0.3 -0.1
O -9.322 4.651 -2.855 0.0 0.2 0.0
O -6.884 4.621 -2.399 -0.9 -1.3 0.4
O -7.739 4.131 -4.657 -0.3 -0.1 0.1
H -6.372 2.647 -5.041 0.0 0.0 0.0
H -7.765 2.687 -6.146 -0.1 0.2 0.0
H -7.802 0.890 -4.142 0.1 0.1 0.2
H -9.270 1.856 -4.423 0.0 0.0 -0.1
C 1.644 -8.403 1.503 -0.3 0.3 -0.1
C 1.782 -7.633 2.795 0.5 0.0 0.1
O 0.831 -8.243 3.682 -0.3 -0.2 -0.3
S 0.710 -9.804 3.338 0.2 0.4 -0.2
O 1.533 -10.538 4.231 -0.1 -0.2 0.0
O -0.662 -10.115 3.154 0.0 -0.1 0.2
O 1.433 -9.764 1.907 0.1 0.0 0.3
H 0.770 -8.076 0.937 0.0 0.0 0.0
H 2.526 -8.326 0.876 0.0 -0.3 0.0
H 1.571 -6.576 2.671 -0.2 -0.1 0.2
H 2.778 -7.757 3.227 0.0 0.0 0.0
C -1.173 -9.950 -2.251 -0.3 0.3 0.3
C -1.077 -9.141 -3.527 -0.1 -0.4 -0.3
O 0.170 -8.441 -3.413 0.0 0.0 0.4
S 1.216 -9.346 -2.603 -0.4 -0.2 -0.1
O 2.049 -10.026 -3.524 0.2 0.0 0.1
O 1.749 -8.566 -1.542 0.2 0.1 -0.1
O 0.166 -10.394 -2.002 0.1 0.1 -0.3
H -1.492 -9.332 -1.410 0.0 0.0 0.0
H -1.842 -10.801 -2.347 0.2 -0.1 0.0
H -1.899 -8.440 -3.641 0.2 0.2 0.0
H -1.026 -9.786 -4.407 0.0 0.0 0.0
```
Positions in Å, forces in eV/Å.


HOMO-LUMO gap of number 3 (C36H56IO34PS8)? 6.61 eV